(1)
Here is a molecular structure, C35H42N7O7PSSiTeTi from the OMol25 dataset. Energies are from ωB97M-V/def2-TZVPD.

Results
Kohn-Sham gap   4.73 eV
HOMO level   -0.76 eV
E_LUMO   3.98 eV

```
! wB97M-V def2-TZVPD RIJCOSX def2/J DEFGRID3
* xyz -2 1
Ti -0.20729 -0.71359 -0.51356
O -1.15359 -0.39049 -4.94586
C -2.43969 -0.06129 -4.73156
C -3.20389 0.41761 -5.79556
C -4.53319 0.75041 -5.61616
C -5.12439 0.59521 -4.37346
C -4.36669 0.14401 -3.30476
C -3.02579 -0.17629 -3.46076
C -2.13579 -0.39619 -2.23526
O -0.88219 -0.88869 -2.48546
N -2.83169 -1.20479 -1.25936
N -1.91009 -1.77789 -0.52086
C -2.11579 -2.83349 0.21754
C -1.02879 -3.71819 0.51294
C -1.25399 -4.92279 1.18394
C -0.28139 -5.90209 1.26824
C 0.94511 -5.70679 0.65464
C 1.21431 -4.50829 0.01304
C 0.27271 -3.47429 -0.04056
O 0.58061 -2.33679 -0.61956
H -0.82119 -0.66549 -4.02476
H -2.72019 0.54251 -6.75586
H -5.11119 1.12801 -6.45346
H -6.16749 0.84951 -4.23126
H -4.80869 0.04451 -2.32386
H -3.13839 -3.17339 0.41324
H -2.22569 -5.08519 1.63494
H -0.47999 -6.81609 1.81384
H 1.70101 -6.48449 0.68474
H 2.18281 -4.34389 -0.44596
C -2.17269 0.74781 6.25404
Si -0.68149 0.69851 5.02554
C 0.30011 2.31651 5.41834
C 0.39501 -0.73999 5.65914
C -1.21649 0.87501 3.26374
C -2.03149 2.01711 2.97354
C -2.24439 2.42601 1.72164
C -1.59169 1.73741 0.56474
N -0.97769 0.44281 0.87934
C -0.82009 0.10081 2.17094
S -0.11619 -1.45389 2.40454
H -1.84579 0.78751 7.29054
H -2.80159 -0.12909 6.14094
H -2.79809 1.61731 6.08014
H 0.55141 2.43071 6.46994
H -0.27929 3.18431 5.11684
H 1.22411 2.34481 4.84844
H 0.54951 -0.68259 6.73594
H 1.36311 -0.73479 5.17314
H -0.06979 -1.68889 5.42294
H -2.50639 2.52931 3.80314
H -2.89429 3.25101 1.47394
H -0.82149 2.40791 0.11534
O 1.65461 -0.35689 0.97894
N 2.85081 -0.76959 1.04174
C 3.59881 -0.48989 2.15024
C 4.89491 -0.91119 2.26844
C 5.48971 -1.66479 1.25844
C 4.70701 -1.95509 0.13944
C 3.41901 -1.50609 0.04464
H 3.09481 0.09971 2.89984
H 5.45961 -0.63709 3.14854
H 6.51611 -1.99189 1.32694
H 5.12341 -2.52669 -0.67606
H 2.78781 -1.67649 -0.81756
N -4.73369 2.79721 -0.43086
C -3.47649 2.64401 -0.98966
C -2.64519 1.46231 -0.55126
N -1.90799 0.98931 -1.69526
C -1.41419 1.94521 -2.54936
C -1.91289 3.19661 -2.53936
N -3.08949 3.47541 -1.88156
H -5.12499 1.97121 -0.00506
H -5.37259 3.31891 -1.01236
H -3.29349 0.64431 -0.19266
H -0.63319 1.63101 -3.22816
H -1.49859 3.99831 -3.12616
C 4.98971 2.22701 0.62324
C 4.39271 2.10411 -0.77096
O 3.30291 1.22561 -0.76576
P 1.90961 1.71741 -1.53996
O 0.96941 0.57161 -1.31846
Te 1.46361 3.94611 -1.16166
O 2.44731 1.61531 -3.10886
C 3.06271 0.42811 -3.54976
C 2.06751 -0.61849 -4.02256
H 5.81031 2.94231 0.61124
H 5.35601 1.26171 0.96524
H 4.22051 2.56911 1.31114
H 5.14991 1.73421 -1.47936
H 4.04591 3.09831 -1.11036
H 3.67481 0.00751 -2.74066
H 3.73231 0.72861 -4.36946
H 1.40391 -0.89269 -3.20106
H 2.60161 -1.50419 -4.36376
H 1.46191 -0.22689 -4.83636
*
```

Atom charges from the Mulliken analysis, given in e for atoms 1 to 5: -2.73, -0.75, -0.09, -0.64, -0.50

---

(2)
Here is a molecular structure, C35H42NO7SSr from the OMol25 dataset. Energies are from ωB97M-V/def2-TZVPD.

Results
Kohn-Sham gap   7.33 eV
HOMO level   -9.13 eV
E_LUMO   -1.80 eV

```
! wB97M-V def2-TZVPD RIJCOSX def2/J DEFGRID3
* xyz 1 1
Sr -0.78873 0.33766 -0.21736
C 0.67557 3.34644 0.88669
C 1.51180 3.00536 -0.32078
O 0.74802 2.24379 -1.25525
C 0.37842 2.92140 -2.45065
C -0.65326 2.06153 -3.14432
O -1.75179 1.75447 -2.29030
C -2.83522 2.66385 -2.24886
C -2.69805 3.68151 -1.13243
O -2.43988 3.06418 0.12571
C -3.55332 2.94785 0.99791
C -4.36039 1.69388 0.73758
O -3.52244 0.55273 0.61890
C -3.60804 -0.39608 1.67469
C -2.73743 0.00670 2.83287
O -1.39741 0.03758 2.35826
C -0.49051 0.74216 3.21541
C -0.29550 2.16703 2.74892
O 0.25630 2.11007 1.44419
H -0.20109 3.94814 0.62670
H 1.28678 3.89839 1.61010
H 2.35595 2.38039 -0.02258
H 1.89749 3.91340 -0.79044
H 1.25152 3.03861 -3.10240
H -0.00377 3.91797 -2.21059
H -0.21704 1.09567 -3.40627
H -1.00172 2.54967 -4.05958
H -3.72782 2.05119 -2.11188
H -2.93787 3.18586 -3.20717
H -3.59961 4.30109 -1.08624
H -1.85712 4.34923 -1.32569
H -4.19922 3.82910 0.92036
H -3.14931 2.93219 2.00962
H -4.92133 1.78024 -0.19783
H -5.09510 1.56108 1.53861
H -3.26623 -1.34497 1.25591
H -4.64487 -0.52861 1.99685
H -2.83044 -0.71399 3.65249
H -3.02324 0.99407 3.21290
H 0.45218 0.20402 3.16006
H -0.85695 0.72261 4.24487
H 0.39484 2.67890 3.43028
H -1.23429 2.73025 2.72990
C -5.03834 -2.10584 -2.16319
C -4.51612 -3.29547 -2.64734
C -3.14838 -3.45384 -2.68551
C -2.30032 -2.43616 -2.23278
N -2.81538 -1.32137 -1.67418
C -4.14227 -1.17093 -1.68421
C -0.81174 -2.49718 -2.42785
C -0.27059 -3.53043 -3.19755
C 1.07403 -3.52717 -3.53511
C 1.87647 -2.48010 -3.10359
C 1.32160 -1.48802 -2.30172
C -0.02914 -1.44887 -1.91413
H -6.10104 -1.90973 -2.14331
H -5.16419 -4.08425 -3.00726
H -2.73478 -4.36657 -3.08355
H -4.51060 -0.24510 -1.26838
H -0.87963 -4.33985 -3.57690
H 1.47933 -4.32124 -4.14875
H 2.91887 -2.43841 -3.40038
H 1.99009 -0.68810 -1.97991
O 1.40471 -0.47138 1.02364
S 2.21254 -1.75724 0.97174
C 3.70844 -1.38582 0.09409
C 4.23416 -0.10122 0.11007
C 5.40837 0.14654 -0.57971
C 6.04181 -0.88434 -1.26772
C 5.50297 -2.16111 -1.27568
C 4.31816 -2.41791 -0.59626
C 2.91023 -1.91549 2.59987
C 3.13045 -0.79240 3.38411
C 3.70941 -0.95244 4.63312
C 4.05924 -2.22063 5.08183
C 3.82569 -3.33511 4.29026
C 3.24133 -3.18726 3.03939
H 3.72303 0.68400 0.65110
H 5.83916 1.13887 -0.57700
H 6.95827 -0.68448 -1.80651
H 5.99444 -2.95491 -1.82139
H 3.86468 -3.40058 -0.61910
H 2.85805 0.18563 3.01135
H 3.89701 -0.09020 5.25913
H 4.51487 -2.34001 6.05546
H 4.09123 -4.32013 4.64851
H 3.04397 -4.05035 2.41612
*
```

Atom charges from the Mulliken analysis, given in e for atoms 1 to 5: 1.18, -0.58, -0.55, 0.24, -0.65

---

(3)
Here is 11 unconnected molecules or ions with the total composition C35H43Br2F10NO30Si from the OMol25 dataset. Energies are from ωB97M-V/def2-TZVPD.

Results
Kohn-Sham gap   8.65 eV
HOMO level   -8.39 eV
E_LUMO   0.26 eV

```
! wB97M-V def2-TZVPD RIJCOSX def2/J DEFGRID3
* xyz 0 1
C -2.08414 -0.88302 7.22407
N -3.54575 -1.20804 7.47565
C -4.14092 -2.08839 6.39863
Si -3.40851 -3.90899 6.42675
C -2.87079 -4.27666 4.57656
Br -2.54911 -6.23548 4.22904
C -1.66571 -3.30105 4.04559
C -0.21870 -3.51132 4.78492
Br -1.39234 -3.58133 2.05057
H -2.01241 0.30806 7.23289
H -1.67865 -1.22488 6.17993
H -1.44757 -1.36828 8.10490
H -3.64647 -1.61357 8.43548
H -5.31323 -2.24475 6.54980
H -3.97825 -1.62397 5.33008
H -4.34079 -4.89196 6.96042
H -2.14883 -3.79925 7.17303
H -3.83418 -3.99610 3.92936
H -1.99982 -2.16675 4.17201
H 0.28244 -2.43098 4.84899
H 0.48742 -4.20623 4.14437
H -0.26854 -3.92775 5.87691
O -3.05782 4.08578 11.21992
C -3.79786 3.36901 10.56689
O -3.44216 2.14201 10.07758
C -4.60828 1.58841 9.50171
C -5.42556 2.79792 9.20034
F -6.74582 2.52551 9.30221
O -5.07682 3.69603 10.22926
H -5.08910 0.92178 10.22547
H -4.36720 1.01476 8.60271
H -5.21250 3.25249 8.22695
O -3.83727 0.18307 -2.04151
C -2.87451 -0.54985 -1.88728
O -1.57871 -0.11405 -1.83778
C -0.78986 -1.24246 -1.51783
C -1.64759 -2.37496 -1.96886
F -1.45337 -3.46546 -1.19379
O -2.95784 -1.90306 -1.75106
H -0.59976 -1.25836 -0.43940
H 0.16883 -1.21214 -2.04260
H -1.52244 -2.64023 -3.02408
O 2.26061 -1.24673 -2.10361
C 2.55200 -0.18808 -2.63484
O 3.81682 0.33224 -2.66569
C 3.75394 1.48677 -3.47875
C 2.31434 1.86373 -3.39420
F 1.90021 2.44645 -4.54163
O 1.65626 0.62412 -3.26307
H 4.06580 1.23101 -4.49694
H 4.41249 2.27154 -3.09687
H 2.06736 2.50383 -2.54050
O 5.54077 -0.07465 -5.40975
C 5.69337 0.74804 -6.29731
O 5.45819 0.50003 -7.62195
C 5.62377 1.73223 -8.29443
C 6.50770 2.49155 -7.36503
F 6.24785 3.81680 -7.42720
O 6.12620 2.02354 -6.09134
H 4.64567 2.20572 -8.43044
H 6.08159 1.58458 -9.27626
H 7.57759 2.31367 -7.51741
O 3.35001 3.48601 -1.64639
C 3.13553 4.61670 -2.05062
O 2.22621 5.47192 -1.49095
C 2.37641 6.70806 -2.15979
C 2.98389 6.30116 -3.45867
F 3.80476 7.26616 -3.93047
O 3.76671 5.17918 -3.11922
H 3.03035 7.36135 -1.57245
H 1.41045 7.20353 -2.28949
H 2.25512 6.02269 -4.22735
O -5.45737 0.36951 6.16374
C -6.39161 1.07783 5.82705
O -6.52606 2.39149 6.18441
C -7.65635 2.88037 5.49060
C -8.43105 1.63659 5.21756
F -9.11755 1.74089 4.05761
O -7.43231 0.65515 5.05573
H -7.32988 3.38561 4.57543
H -8.21524 3.59225 6.10401
H -9.10822 1.34286 6.02668
O -1.16751 -3.20259 -5.55060
C -1.17511 -4.40408 -5.34024
O -1.03376 -5.35434 -6.31415
C -0.96450 -6.59995 -5.64962
C -1.64811 -6.31480 -4.35616
F -1.12588 -7.06391 -3.35928
O -1.33314 -4.96349 -4.10787
H 0.08515 -6.88442 -5.52035
H -1.47101 -7.37979 -6.22469
H -2.73576 -6.43983 -4.38620
O -5.13827 8.74622 7.78886
C -4.36108 7.81316 7.67380
O -3.15805 7.73261 8.32010
C -2.63148 6.45429 8.02584
C -3.32375 6.10464 6.75297
F -3.51718 4.76987 6.66010
O -4.58168 6.72782 6.88005
H -2.87291 5.76560 8.84241
H -1.54496 6.49484 7.91082
H -2.82010 6.47211 5.85251
O 8.14231 1.90143 -9.59742
C 8.31218 0.86170 -10.21222
O 7.37142 0.28692 -11.02220
C 7.99955 -0.81669 -11.64303
C 9.10782 -1.13191 -10.69747
F 10.17732 -1.63068 -11.35707
O 9.45906 0.12715 -10.16996
H 8.35956 -0.51931 -12.63366
H 7.30199 -1.65056 -11.75905
H 8.82433 -1.80646 -9.88253
O 5.24099 -7.48181 -5.91101
C 4.50078 -6.79744 -5.22427
O 4.84518 -5.58025 -4.70341
C 3.68030 -5.06357 -4.09182
C 2.88749 -6.29491 -3.81440
F 1.56155 -6.04115 -3.88625
O 3.23304 -7.15547 -4.87596
H 3.17685 -4.38319 -4.78682
H 3.92737 -4.51367 -3.17971
H 3.12410 -6.77533 -2.85903
*
```

Atom charges from the Mulliken analysis, given in e for atoms 1 to 5: -0.57, -0.23, -0.56, 0.51, -0.41

---

(4)
Here is a molecular structure, C35H43ClEuN7O2S2 from the OMol25 dataset. Energies are from ωB97M-V/def2-TZVPD.

Results
Expectation value of S²   15.775
Kohn-Sham gap (spin up / spin down)   3.80 / 6.35 eV
ΔE to the lowest compared entry with this formula, charge and spin   16.1 kcal per mole
HOMO level (spin up / spin down)   -7.32 / -9.78 eV
E_LUMO (spin up / spin down)   -3.52 / -3.44 eV

```
! wB97M-V def2-TZVPD RIJCOSX def2/J DEFGRID3
* xyz 1 8
Eu -0.95477 1.58228 2.22064
C 3.12584 2.64018 3.76400
C 2.08527 2.15144 2.80656
N 1.27536 1.18971 3.07772
C 1.23381 0.51659 4.37344
C 0.02869 -0.43878 4.42104
N -1.23760 0.32131 4.25157
C -2.49183 -0.46441 4.11749
C -3.58789 0.35585 3.41087
N -3.20219 0.58634 1.99830
C -3.99632 1.57547 1.22289
C -3.27160 2.02227 -0.06806
N -1.88047 2.38010 0.19540
C -1.12261 3.05852 -0.61888
C -1.60275 3.58259 -1.94153
C 0.24875 3.32093 -0.17353
C 1.10355 4.24964 -0.76194
C 2.35562 4.45683 -0.21049
C 2.73859 3.76750 0.95219
C 1.85643 2.87820 1.52331
N 0.64760 2.65669 0.94786
H 2.64275 2.85860 4.71919
H 3.61474 3.54515 3.42099
H 3.88202 1.87387 3.94871
H 1.15002 1.25301 5.18271
H 2.14698 -0.05795 4.55227
H 0.04410 -0.99125 5.36465
H 0.11216 -1.15297 3.59736
H -1.33672 0.94398 5.05195
H -2.85897 -0.79902 5.09082
H -2.27504 -1.35470 3.52140
H -3.70528 1.32431 3.89898
H -4.53945 -0.17777 3.49370
H -3.25470 -0.30974 1.52092
H -4.16633 2.43932 1.86073
H -4.96780 1.16308 0.93570
H -3.83521 2.86027 -0.48860
H -3.29709 1.20690 -0.79963
H -2.39218 2.94858 -2.34119
H -0.79522 3.61848 -2.66978
H -2.00986 4.59223 -1.83799
H 0.79684 4.81106 -1.63348
H 3.03315 5.16874 -0.66081
H 3.71344 3.94326 1.38357
S -1.52557 -0.95016 -0.00413
C -0.38695 -1.88083 -0.90880
N -0.74769 -2.85314 -1.77935
C 0.29577 -3.59176 -2.47490
C 1.46372 -2.67515 -2.77396
N 1.92913 -2.07098 -1.53384
C 3.34108 -1.76344 -1.29434
C 4.27251 -2.70935 -2.00129
C 5.02001 -2.28773 -3.09279
C 5.87144 -3.16977 -3.74726
C 5.97599 -4.48211 -3.31391
C 5.23256 -4.91100 -2.22054
C 4.38870 -4.02740 -1.56732
C 0.97344 -1.56820 -0.71400
S 1.32749 -0.49816 0.58589
C -2.13013 -3.17027 -2.10198
C -2.50110 -2.70662 -3.49085
C -2.35947 -1.36214 -3.82892
C -2.68482 -0.92282 -5.10163
C -3.15680 -1.82268 -6.05104
C -3.29922 -3.16054 -5.72089
C -2.96902 -3.60022 -4.44387
H -0.12097 -3.97655 -3.40588
H 0.62827 -4.43847 -1.86459
H 1.13592 -1.89588 -3.47322
H 2.27750 -3.22848 -3.23398
H 3.50361 -1.82513 -0.21679
H 3.55002 -0.72963 -1.58981
H 4.93552 -1.26255 -3.43463
H 6.45116 -2.83020 -4.59554
H 6.63862 -5.17010 -3.82209
H 5.31771 -5.93279 -1.87438
H 3.81323 -4.36058 -0.71018
H -2.75961 -2.68735 -1.35584
H -2.27249 -4.25046 -2.01192
H -1.99230 -0.66207 -3.08513
H -2.57370 0.12337 -5.35702
H -3.41067 -1.47931 -7.04530
H -3.66317 -3.86573 -6.45661
H -3.07922 -4.64828 -4.18851
Cl -1.64103 3.10117 6.49139
C -1.87430 4.26819 5.15080
C -1.46350 3.59684 3.85602
O -2.36332 3.20038 3.06009
O -0.25352 3.37314 3.63179
H -1.24500 5.12873 5.35632
H -2.92368 4.53950 5.13374
*
```

Atom charges from the Mulliken analysis, given in e for atoms 1 to 5: 0.32, -1.83, 0.53, 0.42, -0.92